Record 1
This record from OMol25 describes 2 unconnected molecules or ions with the total composition C4H8Cl3. The level of theory is ωB97M-V/def2-TZVPD.

Bonds (Å) are listed after each position.
CARTESIAN COORDINATES (ANGSTROEM)
1 Cl 1.9361 0.8706 -0.7678  C6 1.896
2 Cl -1.0920 -0.0913 -1.5733  C6 1.767
3 Cl -0.3784 4.8433 -1.1985  no bonds
4 C -1.1562 0.6262 1.3690  C5 1.534, H9 1.101, H12 1.125, H15 1.095
5 C 0.0428 -0.2050 0.8951  C4 1.534, C6 1.576, H8 1.100, H11 1.081
6 C 0.4007 -0.2335 -0.6393  Cl1 1.896, Cl2 1.767, C5 1.576, C7 1.572
7 C 0.9258 -1.6002 -1.2129  C6 1.572, H10 1.101, H13 1.098, H14 1.116
8 H 0.9644 0.1546 1.3768  C5 1.100
9 H -1.2334 0.5124 2.4617  C4 1.101
10 H 1.9955 -1.6452 -0.9552  C7 1.101
11 H -0.1231 -1.2549 1.0897  C5 1.081
12 H -2.1773 0.3245 1.0070  C4 1.125
13 H 0.2226 -2.2976 -0.7392  C7 1.098
14 H 0.7410 -1.7081 -2.3082  C7 1.116
15 H -1.0686 1.7041 1.1952  C4 1.095

2S+1: 2
Orbital gap (alpha / beta) in eV: 11.33 / 6.82
E_HOMO (alpha / beta) in eV: -10.717 / -10.717
ΔE to the lowest compared entry with this formula, charge and spin in kJ/mol: 4.1

Taken from the Mulliken analysis, the atomic charges in e are: -0.22, -0.17, 0.00, -1.13, -0.54, 0.71, -1.33, 0.36, 0.35, 0.37, 0.25, 0.34, 0.36, 0.35, 0.29

Record 2
This record from OMol25 describes 3 unconnected molecules or ions with the total composition C4H8Cl5. The level of theory is ωB97M-V/def2-TZVPD.

Bonds (Å) are listed after each position.
CARTESIAN COORDINATES (ANGSTROEM)
1 Cl 3.9700 -1.3898 2.8933  C7 1.791
2 Cl -5.0930 -0.4238 -3.3143  C8 1.779
3 Cl -3.0479 -2.6570 -3.9648  C6 1.796
4 Cl 4.2533 2.0015 3.9792  C9 1.822
5 Cl 0.7207 3.3273 -1.4955  no bonds
6 C -2.7916 -1.6056 -2.5317  Cl3 1.796, C8 1.477, H10 1.090, H14 1.090
7 C 3.2039 0.1119 2.2877  Cl1 1.791, C9 1.527, H11 1.090, H16 1.090
8 C -3.4646 -0.2931 -2.6108  Cl2 1.779, C6 1.477, H15 1.090, H17 1.090
9 C 2.7965 1.0719 3.4029  Cl4 1.822, C7 1.527, H12 1.090, H13 1.090
10 H -1.7099 -1.4725 -2.5107  C6 1.090
11 H 2.3253 -0.1593 1.7024  C7 1.090
12 H 2.3086 0.5538 4.2284  C9 1.090
13 H 2.1403 1.8048 2.9335  C9 1.090
14 H -3.0075 -2.1411 -1.6073  C6 1.090
15 H -2.9009 0.3907 -3.2454  C8 1.090
16 H 3.9095 0.5501 1.5818  C7 1.090
17 H -3.6125 0.3301 -1.7288  C8 1.090

Orbital gap in eV: 6.55
Charge: -1
E_HOMO in eV: -3.880

Taken from the Mulliken analysis, the atomic charges in e are: -0.21, -0.20, -0.18, -0.21, -0.99, -0.38, -0.46, -0.42, -0.40, 0.29, 0.30, 0.32, 0.31, 0.29, 0.26, 0.34, 0.33

Record 3
This record from OMol25 describes C4H8ClFSi in the gas phase. The level of theory is ωB97M-V/def2-TZVPD.

Bonds (Å) are listed after each position.
CARTESIAN COORDINATES (ANGSTROEM)
1 Cl -1.7030 0.3948 -1.8759  C5 1.769
2 Si 0.5482 -0.1047 0.2072  F3 1.603, C4 1.903, C5 1.994, C7 1.986
3 F 0.6490 -0.3679 1.7848  Si2 1.603
4 C 1.1834 -1.8392 -0.2515  Si2 1.903, H9 1.128, H11 1.117, H15 1.170
5 C -1.3954 0.1652 -0.1490  Cl1 1.769, Si2 1.994, C6 1.345
6 C -2.4441 0.2498 0.6883  C5 1.345, H13 1.105, H14 1.101
7 C 1.2242 1.7050 -0.2511  Si2 1.986, H8 1.075, H10 1.042, H12 1.101
8 H 1.3569 1.8265 -1.3111  C7 1.075
9 H 0.4697 -2.0890 -1.0880  C4 1.128
10 H 0.4525 2.3586 -0.0010  C7 1.042
11 H 2.2591 -1.9970 -0.5090  C4 1.117
12 H 2.2012 1.8578 0.2335  C7 1.101
13 H -3.4008 0.4355 0.1679  C6 1.105
14 H -2.2548 -0.0546 1.7298  C6 1.101
15 H 0.8538 -2.5409 0.6251  C4 1.170

Orbital gap in eV: 10.50
SMILES: C=C(Cl)[Si](C)(C)F
E_HOMO in eV: -9.687
ΔE to the lowest compared entry with this formula, charge and spin in kJ/mol: 13.6

Taken from the Mulliken analysis, the atomic charges in e are: -0.24, 0.68, -0.30, -0.90, 0.12, -0.60, -1.10, 0.35, 0.27, 0.34, 0.34, 0.30, 0.26, 0.26, 0.24

Record 4
This record from OMol25 describes C4H8ClN in the gas phase. The level of theory is ωB97M-V/def2-TZVPD.

Bonds (Å) are listed after each position.
CARTESIAN COORDINATES (ANGSTROEM)
1 Cl -0.8016 0.5725 2.2754  C4 1.815
2 N 0.8456 0.5606 0.2074  C3 1.478, C6 1.537, H8 1.090
3 C -0.5128 0.4190 -0.3564  N2 1.478, C4 1.400, C5 1.600, H14 1.126
4 C -1.5189 0.4036 0.6170  Cl1 1.815, C3 1.400, C5 1.490, H9 1.038
5 C -1.3546 -0.9100 -0.0670  C3 1.600, C4 1.490, H7 1.024, H11 1.095
6 C 2.0308 0.0017 -0.5957  N2 1.537, H10 1.181, H12 1.185, H13 1.116
7 H -0.7712 -1.5704 0.4549  C5 1.024
8 H 0.8445 0.7021 1.2877  N2 1.090
9 H -2.4355 0.8855 0.5519  C4 1.038
10 H 2.0822 -1.1090 -0.1974  C6 1.181
11 H -2.2243 -1.1729 -0.6791  C5 1.095
12 H 2.9869 0.6890 -0.4642  C6 1.185
13 H 1.5414 -0.1102 -1.5919  C6 1.116
14 H -0.7126 0.6386 -1.4427  C3 1.126

Orbital gap in eV: 8.85
SMILES: CN[C@H]1C[C@H]1Cl
E_HOMO in eV: -7.884
ΔE to the lowest compared entry with this formula, charge and spin in kJ/mol: 257.9

Taken from the Mulliken analysis, the atomic charges in e are: -0.30, -0.34, -0.15, -0.03, -0.71, -0.67, 0.32, 0.23, 0.39, 0.23, 0.26, 0.25, 0.22, 0.28

Record 5
This record from OMol25 describes C4H8ClN in the gas phase. The level of theory is ωB97M-V/def2-TZVPD.

Bonds (Å) are listed after each position.
CARTESIAN COORDINATES (ANGSTROEM)
1 Cl 1.9968 -0.0723 0.2122  C5 1.832
2 N -0.8820 1.5478 0.1012  C6 1.436, H9 0.996, H14 1.011
3 C -1.9658 -0.5672 -0.4173  C4 1.548, C6 1.509, H8 1.068, H12 1.116
4 C -1.2994 -0.7258 0.9705  C3 1.548, C6 1.539, H7 1.067, H10 1.077
5 C 0.5471 -0.3563 -0.8716  Cl1 1.832, C6 1.510, H11 1.093, H13 1.048
6 C -0.6676 0.1462 -0.1286  N2 1.436, C3 1.509, C4 1.539, C5 1.510
7 H -1.7603 -0.2186 1.7885  C4 1.067
8 H -2.8837 -0.0391 -0.5553  C3 1.068
9 H -0.1942 2.0148 0.6498  N2 0.996
10 H -0.8838 -1.6921 1.2030  C4 1.077
11 H 0.3613 -1.4236 -1.0188  C5 1.093
12 H -1.7878 -1.3786 -1.1633  C3 1.116
13 H 0.7787 0.1086 -1.7815  C5 1.048
14 H -1.0876 2.0412 -0.7570  N2 1.011

Orbital gap in eV: 10.47
SMILES: NC1(CCl)CC1
E_HOMO in eV: -9.439
ΔE to the lowest compared entry with this formula, charge and spin in kJ/mol: 33.5

Taken from the Mulliken analysis, the atomic charges in e are: -0.23, -0.54, -0.77, -0.63, -0.69, 0.66, 0.31, 0.31, 0.24, 0.21, 0.31, 0.20, 0.38, 0.24

Record 6
This record from OMol25 describes C4H8ClN in the gas phase. The level of theory is ωB97M-V/def2-TZVPD.

Bonds (Å) are listed after each position.
CARTESIAN COORDINATES (ANGSTROEM)
1 Cl -2.1202 1.0134 1.1391  C6 1.816
2 N 1.1912 -0.1677 0.4932  C3 1.250, C4 1.397
3 C 0.2246 0.4792 0.0354  N2 1.250, C6 1.643, H7 1.195
4 C 2.5315 0.1863 0.6667  N2 1.397, H8 1.050, H10 1.032, H11 1.065
5 C -1.9316 -0.6409 -0.9964  C6 1.501, H9 1.144, H12 1.129, H13 1.134
6 C -1.2053 -0.2939 0.2711  Cl1 1.816, C3 1.643, C5 1.501, H14 1.038
7 H 0.2325 1.5698 -0.4533  C3 1.195
8 H 2.6645 1.1510 0.2730  C4 1.050
9 H -1.9155 0.1456 -1.8270  C5 1.144
10 H 2.8236 0.1616 1.6564  C4 1.032
11 H 3.2611 -0.4164 0.1789  C4 1.065
12 H -1.6026 -1.5554 -1.5710  C5 1.129
13 H -3.0612 -0.6428 -0.8986  C5 1.134
14 H -1.0927 -0.9898 1.0325  C6 1.038

Orbital gap in eV: 10.25
SMILES: C/N=C/[C@H](C)Cl
E_HOMO in eV: -9.163
ΔE to the lowest compared entry with this formula, charge and spin in kJ/mol: 111.4

Taken from the Mulliken analysis, the atomic charges in e are: -0.23, -0.29, -0.09, -0.80, -1.15, 0.16, 0.28, 0.33, 0.29, 0.28, 0.28, 0.31, 0.32, 0.31

Record 7
This record from OMol25 describes C4H8ClN in the gas phase. The level of theory is ωB97M-V/def2-TZVPD.

Bonds (Å) are listed after each position.
CARTESIAN COORDINATES (ANGSTROEM)
1 Cl -1.9437 -0.4913 -0.1808  C3 1.834
2 N 1.8843 -0.7985 -0.3463  C4 1.510, C6 1.462, H8 1.008
3 C -0.9336 0.9653 0.2884  Cl1 1.834, C5 1.518, H7 1.088, H10 1.092
4 C 1.2190 -0.4715 0.9690  N2 1.510, C5 1.559, H12 1.119, H14 1.128
5 C 0.5743 0.8052 0.3483  C3 1.518, C4 1.559, C6 1.546, H9 1.084
6 C 1.3389 0.4211 -0.9391  N2 1.462, C5 1.546, H11 1.091, H13 1.109
7 H -1.2528 1.6940 -0.4540  C3 1.088
8 H 2.8869 -0.7136 -0.2815  N2 1.008
9 H 1.0329 1.6754 0.8031  C5 1.084
10 H -1.2794 1.3035 1.2672  C3 1.092
11 H 2.1091 1.1410 -1.2184  C6 1.091
12 H 1.9087 -0.3384 1.8401  C4 1.119
13 H 0.6765 0.1836 -1.7966  C6 1.109
14 H 0.5799 -1.3240 1.3379  C4 1.128

Orbital gap in eV: 9.89
SMILES: ClCC1CNC1
E_HOMO in eV: -8.967
ΔE to the lowest compared entry with this formula, charge and spin in kJ/mol: 66.4

Taken from the Mulliken analysis, the atomic charges in e are: -0.21, -0.47, -0.87, -0.51, 0.19, -0.57, 0.35, 0.25, 0.43, 0.38, 0.29, 0.25, 0.25, 0.23

Record 8
This record from OMol25 describes a gas-phase ion, C4H8ClN5 (charge +2). The level of theory is ωB97M-V/def2-TZVPD.

Bonds (Å) are listed after each position.
CARTESIAN COORDINATES (ANGSTROEM)
1 Cl 1.9652 2.8662 -1.1728  C10 1.777
2 N 1.7598 0.8132 0.4330  N4 1.320, C10 1.266
3 N -1.4303 -1.9080 2.4469  N6 1.197, H13 0.971
4 N 1.3168 -0.2550 1.0701  N2 1.320, C8 1.366, H12 0.983
5 N -0.1769 -0.6809 -1.6428  C7 1.469, H16 1.010, H17 1.066, H18 1.033
6 N -0.5584 -1.4369 1.7751  N3 1.197, C8 1.249
7 C -0.8217 0.0216 -0.5257  N5 1.469, C8 1.860, C9 1.548, H15 1.137
8 C 0.0440 -0.7328 0.9376  N4 1.366, N6 1.249, C7 1.860
9 C -0.3361 1.4910 -0.5088  C7 1.548, C10 1.451, H11 1.103, H14 1.101
10 C 1.0783 1.6507 -0.2279  Cl1 1.777, N2 1.266, C9 1.451
11 H -0.9454 1.8291 0.3463  C9 1.103
12 H 1.9515 -0.4049 1.8061  N4 0.983
13 H -1.2849 -2.8246 2.7335  N3 0.971
14 H -0.6457 2.2080 -1.2847  C9 1.101
15 H -1.9157 -0.1928 -0.3026  C7 1.137
16 H -0.2182 -0.0750 -2.4504  N5 1.010
17 H -0.5823 -1.5555 -2.0989  N5 1.066
18 H 0.7998 -0.8133 -1.3340  N5 1.033

Orbital gap (alpha / beta) in eV: 7.03 / 7.03
Charge: +2
SMILES: [H]/N=N/C1=[NH+]N=C(Cl)C[C@H]1[NH3+]
E_HOMO (alpha / beta) in eV: -17.495 / -17.495

Taken from the Mulliken analysis, the atomic charges in e are: -0.04, -0.62, -0.60, 0.16, -0.18, 0.56, -0.57, 0.42, -0.76, 0.54, 0.32, 0.29, 0.32, 0.48, 0.50, 0.38, 0.37, 0.45